The following is a quantum chemistry calculation of an isolated molecule of C3H8N2O, from OMol25.

Results
2S+1: 1

CARTESIAN COORDINATES (ANGSTROEM)
C  0.93244  -1.82699  1.02467
C  0.10066  -0.55249  0.93971
C  -0.48552  1.02608  -0.70981
H  0.78089  -2.40686  0.09371
H  2.04311  -1.59418  1.18715
H  0.61119  -2.42216  1.89494
H  0.33215  0.12826  1.77046
H  -0.99804  -0.75335  1.07785
H  -0.68016  2.29883  -2.29252
H  0.68789  1.14855  -2.41425
H  -2.17401  1.95545  -0.43200
N  -0.08766  1.58888  -1.89853
N  -1.49856  1.29308  0.04025
O  0.43561  0.11690  -0.28162

Here are the Löwdin charges for atoms 1 to 2, given in e: number 1, C, carries -0.088; number 2, C, carries -0.278

=====

The following is a quantum chemistry calculation of a cluster of 4 separate species, C27H28BBrClF2N4O10S in total, from OMol25.

Results
2S+1: 1
Charge: +1

CARTESIAN COORDINATES (ANGSTROEM)
C  2.48013  -2.65747  0.16291
C  1.89913  -1.37243  -0.48991
O  0.85189  -1.65466  -1.43245
B  -0.37954  -1.14086  -1.20273
O  -1.27599  -1.22151  -2.23260
N  -0.88617  -0.42192  0.02292
C  -0.81402  0.84891  0.34035
N  -1.30079  1.27035  1.55626
C  -1.05767  2.56050  1.58275
Cl  -1.58556  3.36512  2.97935
N  -0.43703  2.94568  0.44535
S  0.03162  4.54784  0.20310
O  -0.22727  5.37062  1.31071
O  1.39247  4.51054  -0.15251
F  -0.75735  4.93165  -1.09550
N  -0.28960  1.86456  -0.40403
C  0.29372  2.00362  -1.71453
C  -0.69493  1.74182  -2.89948
F  1.45357  1.27118  -1.85368
C  -1.56687  -1.30265  1.02116
Br  -1.21606  -3.20671  0.56763
C  -3.11244  -1.16476  1.02081
C  -3.74943  -0.70292  -0.31356
H  3.33197  -3.01697  -0.43050
H  2.91785  -2.34697  1.12342
H  1.72301  -3.42894  0.31687
H  2.73629  -0.94666  -1.06361
H  1.66960  -0.63482  0.29240
H  -0.84969  -1.60733  -3.01275
H  0.63692  3.02254  -1.93290
H  -1.67488  1.53593  -2.44441
H  -0.82089  2.64709  -3.50326
H  -0.36708  0.88884  -3.49805
H  -1.11845  -1.20869  2.01318
H  -3.34800  -0.38606  1.76770
H  -3.58744  -2.09021  1.35947
H  -4.72724  -0.26502  -0.06492
H  -3.97312  -1.57818  -0.93795
H  -3.18926  0.06652  -0.85143
C  -4.83389  5.36832  0.88592
C  -4.43640  4.26344  0.26222
C  -5.40712  3.33717  -0.36213
O  -5.03150  2.32874  -0.92782
C  -6.84271  3.68527  -0.26963
C  -7.24668  4.79066  0.35337
C  -6.27447  5.72022  0.97972
O  -6.63607  6.72576  1.54519
H  -4.13783  6.05677  1.34947
H  -3.39110  3.98779  0.18123
H  -7.53620  2.99546  -0.73317
H  -8.29159  5.06182  0.43189
C  4.67004  1.40862  -3.46108
C  4.47230  1.18288  -2.16521
C  5.57630  0.73212  -1.28544
O  5.38934  0.52425  -0.10378
C  6.91055  0.54404  -1.90193
C  7.11017  0.76999  -3.19869
C  6.00562  1.22080  -4.08035
O  6.18426  1.42869  -5.25971
H  3.87593  1.73721  -4.12017
H  3.50849  1.31465  -1.69618
H  7.70374  0.21519  -1.24272
H  8.07691  0.63752  -3.66727
C  2.97600  -6.88737  4.32349
C  2.78432  -5.61843  3.97143
C  1.64239  -5.22271  3.11491
O  1.46903  -4.06338  2.79178
C  0.72007  -6.29202  2.66569
C  0.90979  -7.56124  3.01645
C  2.05349  -7.95899  3.87454
O  2.22590  -9.11297  4.19579
H  3.80463  -7.19608  4.94787
H  3.44638  -4.82325  4.28995
H  -0.10870  -5.98272  2.04135
H  0.24721  -8.35578  2.69751

Here are the Löwdin charges for atoms 1 to 2, given in e: number 1, C, carries -0.053; number 2, C, carries -0.209

=====

Q: Which E_tot values were calculated for the entries above? A: -303.85493; -5673.75107, in a.u..
Q: Which F_max values were calculated for the entries above? A: 1.87; 3.65, in eV/Å.
Q: Which gap between HOMO and LUMO values were calculated for the entries above? A: 10.20; 8.00, in eV.